[1]
Density functional theory data (ωB97M-V/def2-TZVPD) for a molecular structure, C56H45AsF3NO4P2Ru in a non-equilibrium geometry.

Positions of all 113 atoms, in Å:
Ru (0.59, -0.25, -1.15)
O (-2.93, -2.61, -1.84)
C (-1.89, -2.10, -1.49)
O (-1.59, -0.85, -1.48)
C (-0.75, -3.03, -1.05)
C (-0.96, -4.41, -0.93)
C (0.11, -5.22, -0.64)
C (1.40, -4.66, -0.51)
C (2.56, -5.42, -0.27)
C (3.78, -4.81, -0.13)
C (3.89, -3.41, -0.22)
C (2.79, -2.64, -0.47)
C (1.53, -3.25, -0.62)
N (0.43, -2.49, -0.89)
H (-1.96, -4.79, -1.08)
H (-0.02, -6.29, -0.52)
H (2.47, -6.50, -0.19)
H (4.66, -5.40, 0.07)
H (4.85, -2.93, -0.09)
H (2.86, -1.56, -0.52)
C (2.49, -3.65, -4.21)
C (3.31, -2.54, -4.04)
C (2.75, -1.29, -3.82)
C (1.36, -1.13, -3.80)
C (0.54, -2.26, -3.95)
C (1.11, -3.51, -4.16)
P (0.55, 0.48, -3.52)
C (-0.91, 0.42, -4.59)
C (-0.80, -0.11, -5.88)
C (-1.90, -0.08, -6.72)
C (-3.09, 0.48, -6.29)
C (-3.20, 0.99, -5.01)
C (-2.11, 0.96, -4.15)
C (1.67, 1.72, -4.23)
C (1.41, 2.33, -5.46)
C (2.34, 3.20, -6.00)
C (3.52, 3.48, -5.31)
C (3.76, 2.91, -4.07)
C (2.83, 2.05, -3.52)
H (2.93, -4.62, -4.39)
H (4.38, -2.64, -4.08)
H (3.40, -0.42, -3.71)
H (-0.53, -2.15, -3.94)
H (0.47, -4.37, -4.29)
H (0.14, -0.54, -6.22)
H (-1.81, -0.49, -7.72)
H (-3.94, 0.50, -6.96)
H (-4.14, 1.40, -4.67)
H (-2.20, 1.33, -3.14)
H (0.50, 2.11, -5.99)
H (2.15, 3.66, -6.95)
H (4.25, 4.16, -5.75)
H (4.67, 3.14, -3.53)
H (2.99, 1.64, -2.53)
C (-1.78, 0.09, 2.33)
C (-1.72, -1.31, 2.92)
As (-2.86, -1.47, 4.54)
C (-1.88, -0.32, 5.77)
C (-0.58, 0.11, 5.58)
C (0.06, 0.88, 6.55)
C (-0.60, 1.20, 7.72)
C (-1.90, 0.76, 7.93)
C (-2.53, -0.01, 6.96)
C (-4.32, -0.27, 4.00)
C (-4.46, 1.03, 4.46)
C (-5.55, 1.80, 4.07)
C (-6.51, 1.26, 3.23)
C (-6.37, -0.03, 2.75)
C (-5.28, -0.80, 3.14)
P (-0.42, 0.53, 1.15)
C (-0.83, 2.28, 0.84)
C (-0.86, 2.69, -0.49)
C (-1.27, 3.97, -0.84)
C (-1.68, 4.85, 0.15)
C (-1.66, 4.45, 1.48)
C (-1.23, 3.18, 1.83)
C (1.02, 0.42, 2.26)
C (1.58, -0.85, 2.42)
C (2.65, -1.03, 3.28)
C (3.19, 0.05, 3.95)
C (2.66, 1.32, 3.76)
C (1.57, 1.51, 2.92)
H (-1.70, 0.84, 3.12)
H (-2.73, 0.25, 1.81)
H (-0.71, -1.56, 3.25)
H (-2.04, -2.07, 2.20)
H (-0.03, -0.14, 4.67)
H (1.07, 1.22, 6.38)
H (-0.10, 1.79, 8.48)
H (-2.42, 1.00, 8.85)
H (-3.54, -0.37, 7.13)
H (-3.71, 1.46, 5.12)
H (-5.66, 2.81, 4.44)
H (-7.38, 1.85, 2.96)
H (-7.11, -0.45, 2.08)
H (-5.18, -1.81, 2.78)
H (-0.56, 1.99, -1.26)
H (-1.29, 4.26, -1.88)
H (-2.02, 5.84, -0.11)
H (-1.98, 5.14, 2.25)
H (-1.22, 2.90, 2.87)
H (1.17, -1.69, 1.87)
H (3.07, -2.02, 3.41)
H (4.04, -0.08, 4.60)
H (3.10, 2.17, 4.26)
H (1.16, 2.50, 2.77)
F (3.29, 3.49, -0.03)
C (4.11, 2.43, 0.05)
F (4.99, 2.52, -0.97)
F (4.80, 2.53, 1.19)
C (3.34, 1.07, -0.06)
O (3.96, 0.06, 0.19)
O (2.14, 1.22, -0.46)

spin multiplicity = 6
orbital gap (spin up / spin down) = 7.118 / 4.962 eV
total charge = +1
<S²> = 8.765
E_HOMO (spin up / spin down) = -0.3727 / -0.3727 Eh
relative energy (zero: lowest compared OMol25 entry of this formula, charge and spin) = 13.9 kcal per mole
E = -158627.883 eV

[2]
Density functional theory data (ωB97M-V/def2-TZVPD) for a molecular structure, C40H46MnN3O3PS6Si in a non-equilibrium geometry.

Positions of all 101 atoms, in Å:
Mn (3.79, 0.88, 0.86)
C (0.26, -2.67, 3.24)
C (1.14, -1.65, 3.43)
C (2.00, -1.26, 2.40)
C (2.00, -1.95, 1.15)
C (1.14, -3.08, 1.03)
C (0.27, -3.35, 2.03)
P (3.18, -1.36, -0.09)
C (2.83, -1.90, -1.78)
C (3.90, -1.89, -2.70)
C (3.57, -2.08, -4.02)
C (2.29, -2.42, -4.46)
C (1.25, -2.49, -3.54)
C (1.51, -2.19, -2.18)
C (4.74, -2.15, 0.32)
C (5.11, -3.43, -0.15)
C (6.25, -4.03, 0.43)
C (7.01, -3.43, 1.44)
C (6.68, -2.12, 1.88)
C (7.62, -1.38, 2.69)
C (7.29, -0.09, 2.99)
C (6.13, 0.51, 2.58)
C (5.30, -0.12, 1.62)
C (5.57, -1.47, 1.29)
H (-0.42, -2.97, 3.97)
H (1.17, -1.05, 4.36)
H (2.73, -0.42, 2.54)
H (1.28, -3.77, 0.15)
H (-0.44, -4.13, 1.97)
H (4.89, -1.65, -2.41)
H (4.37, -2.03, -4.80)
H (2.05, -2.53, -5.53)
H (0.27, -2.77, -3.87)
H (0.68, -2.09, -1.52)
H (4.49, -3.92, -0.93)
H (6.57, -5.04, 0.13)
H (7.93, -3.92, 1.83)
H (8.59, -1.76, 2.92)
H (7.99, 0.46, 3.61)
H (5.98, 1.54, 2.84)
N (-0.33, 4.99, -0.72)
C (0.02, 3.89, -0.67)
N (0.04, 2.59, -0.84)
C (0.97, 1.86, -0.36)
N (1.76, 1.12, 0.10)
C (4.60, 6.85, 0.82)
S (5.55, 5.75, 1.91)
C (5.75, 4.38, 0.91)
C (4.70, 3.41, 0.76)
S (3.72, 2.89, 2.05)
S (4.69, 2.52, -0.74)
C (6.38, 2.95, -1.20)
S (6.94, 2.27, -2.60)
S (7.16, 4.06, -0.08)
H (4.51, 7.82, 1.29)
H (3.58, 6.54, 0.56)
H (5.19, 6.88, -0.13)
C (-3.27, -2.12, -2.51)
C (-4.49, -1.26, -2.87)
C (-4.30, -0.55, -4.22)
C (-5.81, -2.02, -2.88)
O (-4.58, -0.27, -1.84)
Si (-4.57, 0.03, -0.26)
S (-2.61, -0.21, 0.53)
O (-5.57, -1.02, 0.49)
C (-5.83, -0.91, 1.96)
C (-6.71, 0.29, 2.27)
C (-4.52, -0.95, 2.79)
C (-6.52, -2.17, 2.31)
O (-5.14, 1.57, -0.20)
C (-4.54, 2.88, -0.43)
C (-3.51, 3.08, 0.63)
C (-5.62, 3.88, -0.21)
C (-3.99, 2.93, -1.84)
H (-2.93, -2.78, -3.28)
H (-3.55, -2.66, -1.61)
H (-2.45, -1.43, -2.20)
H (-4.10, -1.33, -4.97)
H (-3.45, 0.15, -4.19)
H (-5.22, -0.02, -4.47)
H (-5.80, -2.72, -3.71)
H (-6.63, -1.34, -3.19)
H (-6.05, -2.57, -1.96)
H (-6.26, 1.19, 1.94)
H (-6.90, 0.33, 3.37)
H (-7.65, 0.21, 1.74)
H (-3.95, -0.03, 2.75)
H (-3.83, -1.73, 2.44)
H (-4.80, -1.14, 3.81)
H (-7.52, -2.39, 1.81)
H (-6.66, -2.13, 3.43)
H (-5.83, -3.03, 2.06)
H (-3.94, 3.08, 1.67)
H (-3.06, 4.07, 0.49)
H (-2.73, 2.29, 0.54)
H (-5.88, 3.91, 0.83)
H (-6.58, 3.50, -0.69)
H (-5.37, 4.93, -0.48)
H (-3.22, 2.17, -1.96)
H (-3.53, 3.87, -2.03)
H (-4.74, 2.84, -2.64)

spin multiplicity = 5
orbital gap (spin up / spin down) = 3.168 / 3.841 eV
total charge = -1
<S²> = 6.182
E_HOMO (spin up / spin down) = -0.1197 / -0.1197 Eh
relative energy (zero: lowest compared OMol25 entry of this formula, charge and spin) = 89.7 kcal per mole
E = -166340.495 eV

[3]
Density functional theory data (ωB97M-V/def2-TZVPD) for a molecular structure, C11H27CsN4O7P2S in a non-equilibrium geometry.

Positions of all 53 atoms, in Å:
Cs (0.32, -1.78, -1.41)
N (3.17, -2.33, 2.75)
C (2.57, -1.49, 1.64)
C (3.21, -0.11, 1.70)
P (3.23, -2.44, 0.16)
O (2.45, -3.85, 0.34)
O (2.81, -1.73, -1.07)
O (4.64, -2.67, 0.59)
P (0.73, -1.42, 1.81)
O (0.56, -1.59, 3.42)
O (0.20, -0.08, 1.39)
O (0.18, -2.63, 1.12)
H (4.10, -2.60, 2.33)
H (2.64, -3.19, 2.87)
H (3.24, -1.85, 3.64)
H (4.29, -0.19, 1.55)
H (3.00, 0.40, 2.64)
H (2.80, 0.50, 0.89)
H (1.49, -3.69, 0.45)
H (0.17, -0.79, 3.80)
C (-3.77, 0.25, -0.82)
N (-3.22, -0.67, 0.15)
C (-3.42, -2.01, 0.10)
S (-4.39, -2.73, -1.04)
N (-2.78, -2.69, 1.08)
C (-2.71, -4.14, 1.13)
H (-3.73, 1.26, -0.41)
H (-4.81, -0.02, -1.02)
H (-3.22, 0.22, -1.77)
H (-2.47, -0.32, 0.74)
H (-2.01, -2.22, 1.53)
H (-1.88, -4.53, 0.52)
H (-3.64, -4.55, 0.75)
H (-2.56, -4.45, 2.16)
O (-0.80, 0.31, -2.29)
C (-0.74, 1.50, -1.98)
C (-0.91, 2.59, -3.01)
C (0.36, 3.42, -3.24)
C (0.59, 4.51, -2.20)
C (0.79, 4.02, -0.77)
C (-0.41, 3.24, -0.22)
N (-0.50, 1.88, -0.71)
H (-1.74, 3.25, -2.72)
H (-1.20, 2.08, -3.93)
H (0.29, 3.88, -4.22)
H (1.23, 2.75, -3.27)
H (-0.27, 5.20, -2.22)
H (1.46, 5.10, -2.50)
H (0.96, 4.88, -0.12)
H (1.68, 3.39, -0.71)
H (-1.33, 3.78, -0.43)
H (-0.32, 3.17, 0.86)
H (-0.32, 1.13, -0.04)

orbital gap = 7.526 eV
total charge = 0
E_HOMO = -0.2846 Eh
relative energy (zero: lowest compared OMol25 entry of this formula, charge and spin) = 0.0 kcal per mole
E = -62107.218 eV

- Among the records above, which one has the highest total charge?
  C56H45AsF3NO4P2Ru

- Among the records above, which one has the lowest E?
  C40H46MnN3O3PS6Si